(1)
C14H50N10O11 | ωB97M-V with the def2-TZVPD basis set

Results
energy relative to the best compared isomer or geometry (same formula, charge and spin) = 10.4709 eV
2S+1 = 1
SMILES string = NC(N)=O.NC(N)=O.NC(N)=O.NC(N)=O.NC(N)=O.CCO.CCO.CCO.CO.CO.CO
molar mass = 534.6 g/mol
electronic energy = -1938.45059 Ha
E_HOMO = -0.2717 Eh

Cartesian coordinates (Å):
N  -0.390  -4.763  -3.710
C  -1.438  -4.028  -3.457
N  -1.220  -3.113  -2.550
O  -2.531  -4.040  -4.320
H  -0.490  -5.573  -4.305
H  0.511  -4.694  -3.298
H  -2.069  -2.674  -2.164
H  -0.363  -3.059  -1.913
N  -0.333  3.189  -0.361
C  -1.510  3.774  -0.566
N  -2.080  4.351  0.449
O  -2.062  3.762  -1.825
H  0.029  2.683  -1.173
H  0.187  3.147  0.552
H  -3.019  4.758  0.364
H  -1.485  4.598  1.257
N  -4.781  1.656  0.851
C  -3.807  1.293  1.668
N  -2.793  2.111  1.731
O  -3.891  0.122  2.364
H  -5.623  1.108  0.945
H  -4.687  2.245  -0.004
H  -2.062  1.729  2.351
H  -2.701  2.952  1.161
N  2.624  1.729  -1.132
C  3.457  0.920  -1.629
N  3.720  -0.175  -0.901
O  3.887  0.925  -2.965
H  2.548  2.624  -1.750
H  2.694  2.010  -0.181
H  4.585  -0.652  -1.316
H  3.585  -0.280  0.161
N  2.253  -2.163  -2.800
C  1.925  -3.191  -2.071
N  1.116  -2.918  -1.140
O  2.047  -4.547  -2.458
H  2.917  -2.500  -3.507
H  2.676  -1.335  -2.291
H  0.686  -3.702  -0.642
H  0.985  -1.962  -0.775
C  -3.260  0.788  -2.648
C  -1.949  0.372  -1.972
O  -0.824  0.584  -2.698
H  -3.496  0.077  -3.373
H  -3.178  1.717  -3.183
H  -4.020  0.828  -1.855
H  -2.118  -0.641  -1.761
H  -1.856  0.980  -1.060
H  -0.180  0.149  -2.184
C  0.984  0.356  4.440
C  -0.282  1.067  4.407
O  -0.535  1.783  3.195
H  1.740  0.854  3.867
H  0.696  -0.526  3.876
H  1.282  0.053  5.474
H  -0.447  1.712  5.219
H  -1.174  0.437  4.412
H  0.228  2.391  3.094
C  -0.361  -1.220  1.249
C  0.415  -0.010  0.688
O  0.849  -0.285  -0.642
H  -0.985  -0.960  2.107
H  0.331  -2.016  1.389
H  -1.048  -1.572  0.538
H  1.240  0.335  1.260
H  -0.226  0.874  0.671
H  1.634  0.255  -0.769
C  3.743  -1.974  1.819
O  3.808  -0.608  1.740
H  3.170  -2.324  2.697
H  4.736  -2.303  2.113
H  3.425  -2.480  0.873
H  4.256  -0.255  2.503
C  4.243  3.282  1.432
O  3.286  2.299  1.766
H  4.653  3.566  2.380
H  3.880  4.312  1.102
H  4.966  2.810  0.810
H  3.715  1.762  2.430
C  -4.053  -2.094  -0.310
O  -3.658  -2.587  -1.567
H  -4.341  -1.020  -0.321
H  -3.264  -2.146  0.426
H  -4.876  -2.661  -0.025
H  -4.281  -2.304  -2.234

These are the Mulliken partial charges, in e, on atoms 1 to 8: N -0.1701; C 0.4855; N 0.1315; O -0.7726; H 0.2174; H 0.2126; H -0.1846; H 0.3763

=====

(2)
C14H51BrN21O11Pb | ωB97M-V with the def2-TZVPD basis set

Results
energy relative to the best compared isomer or geometry (same formula, charge and spin) = 2.1262 eV
2S+1 = 1
molar mass = 976.8 g/mol
electronic energy = -5308.49303 Ha
E_HOMO = -0.3711 Eh
net charge = +1

Cartesian coordinates (Å):
Pb  0.035  1.384  -0.573
Br  0.397  3.234  -3.249
C  2.721  3.503  0.166
O  1.877  2.780  -0.167
N  4.017  3.181  0.369
N  2.486  4.625  0.678
H  4.385  2.275  0.117
H  4.512  3.702  1.078
H  1.548  4.966  0.523
H  3.270  5.252  0.570
C  -0.400  -2.068  -0.856
O  -0.382  -1.038  -1.502
N  0.585  -2.580  -0.261
N  -1.462  -2.784  -0.599
H  1.427  -2.023  -0.246
H  0.442  -3.238  0.492
H  -1.417  -3.512  0.099
H  -2.302  -2.529  -1.099
C  3.233  0.431  -2.155
O  2.115  0.105  -2.038
N  4.209  0.350  -1.267
N  3.735  1.051  -3.159
H  4.053  -0.274  -0.488
H  5.167  0.493  -1.555
H  3.071  1.320  -3.871
H  4.715  1.284  -3.239
C  2.730  0.866  -6.265
O  3.471  1.707  -5.963
N  1.647  0.754  -5.589
N  2.949  0.025  -7.250
H  0.879  0.117  -5.748
H  1.472  1.429  -4.857
H  3.637  0.200  -7.969
H  2.311  -0.745  -7.388
C  -2.002  0.316  -5.401
O  -2.670  -0.593  -5.925
N  -1.232  0.272  -4.390
N  -2.153  1.539  -5.875
H  -0.842  1.137  -4.042
H  -1.212  -0.523  -3.767
H  -2.819  1.868  -6.560
H  -1.597  2.289  -5.490
C  2.159  0.074  2.266
O  1.194  0.116  1.446
N  3.251  -0.616  2.144
N  2.274  0.820  3.238
H  3.342  -1.258  1.369
H  3.970  -0.542  2.848
H  1.498  1.384  3.555
H  3.046  0.890  3.886
C  -0.661  3.916  2.035
O  -0.506  2.877  1.524
N  0.168  4.757  2.624
N  -1.805  4.416  2.176
H  1.152  4.540  2.555
H  -0.244  5.586  3.028
H  -2.531  3.868  1.736
H  -2.075  5.230  2.710
C  -3.147  -0.231  0.697
O  -2.001  0.170  0.589
N  -3.872  -0.073  1.763
N  -3.982  -0.675  -0.181
H  -4.840  -0.359  1.809
H  -3.291  0.034  2.581
H  -4.893  -0.999  0.108
H  -3.664  -0.704  -1.140
C  -3.047  3.101  -1.189
O  -2.414  2.025  -1.283
N  -2.543  4.237  -1.608
N  -4.270  3.206  -0.678
H  -1.613  4.454  -1.936
H  -3.041  5.057  -1.291
H  -4.655  2.353  -0.299
H  -4.653  4.139  -0.737
C  -1.286  0.067  4.643
O  -0.232  -0.575  4.797
N  -1.496  1.242  4.023
N  -2.404  -0.346  5.231
H  -0.701  1.532  3.471
H  -2.116  1.916  4.448
H  -3.328  0.002  5.018
H  -2.349  -1.214  5.746
C  0.073  -6.958  0.939
C  0.453  -6.568  2.383
C  -0.222  -5.260  2.906
O  0.154  -4.083  2.080
C  -0.462  -2.878  2.639
N  0.438  -7.631  3.472
H  0.611  -7.873  0.693
H  0.360  -6.178  0.234
H  -1.017  -6.949  0.931
H  1.481  -6.221  2.281
H  0.104  -4.991  3.911
H  -1.281  -5.298  3.160
H  -1.071  -3.188  3.489
H  -1.150  -2.417  1.931
H  0.292  -2.198  3.037
H  -0.537  -7.735  3.715
H  0.774  -8.539  3.186

These are the Mulliken partial charges, in e, on atoms 1 to 8: Pb 3.1689; Br -0.7662; C 0.1912; O -0.0232; N -0.3992; N -0.4968; H 0.2150; H 0.1873

=====

(3)
C14H53N2O12 | ωB97M-V with the def2-TZVPD basis set

Results
2S+1 = 1
molar mass = 441.6 g/mol
electronic energy = -1577.47393 Ha
E_HOMO = -0.1469 Eh
net charge = -1

Cartesian coordinates (Å):
C  0.458  0.010  -0.466
C  1.807  0.873  -0.282
O  1.867  1.615  0.920
H  0.230  -0.557  0.436
H  0.560  -0.823  -1.162
H  -0.461  0.581  -0.605
H  1.850  1.563  -1.125
H  2.546  0.087  -0.436
C  4.523  -1.701  -1.717
C  5.980  -2.024  -2.012
O  6.792  -1.045  -1.259
H  3.796  -2.331  -2.230
H  4.432  -0.638  -1.940
H  4.322  -1.856  -0.657
H  6.289  -1.870  -3.046
H  6.083  -3.073  -1.733
H  6.937  -1.338  -0.357
C  -2.831  1.786  3.142
C  -1.737  1.654  2.073
O  -0.462  1.611  2.605
H  -2.547  2.599  3.811
H  -2.776  0.858  3.711
H  -3.782  1.986  2.650
H  -1.866  2.507  1.407
H  -1.872  0.744  1.488
H  0.092  1.322  1.876
C  -1.642  -0.030  -3.791
C  -3.052  0.575  -4.090
C  -4.258  0.117  -3.338
O  -5.499  0.426  -3.892
C  -6.539  0.002  -3.108
N  -2.981  2.046  -4.160
H  -0.896  0.366  -4.481
H  -1.760  -1.096  -3.601
H  -1.191  0.260  -2.842
H  -3.156  0.354  -5.153
H  -4.179  0.503  -2.322
H  -4.354  -0.952  -3.150
H  -6.534  0.543  -2.162
H  -6.554  -1.084  -3.021
H  -7.460  0.346  -3.580
H  -3.920  2.371  -4.342
H  -2.347  2.433  -4.844
C  -0.886  -2.384  4.686
C  -1.434  -3.106  3.422
C  -0.357  -3.868  2.544
O  0.636  -2.883  2.110
C  1.443  -3.260  1.022
N  -2.387  -4.049  4.000
H  -1.630  -1.699  5.093
H  -0.130  -1.681  4.337
H  -0.427  -3.114  5.353
H  -1.929  -2.370  2.789
H  -0.872  -4.462  1.788
H  0.164  -4.615  3.143
H  2.264  -2.551  0.918
H  0.796  -3.006  0.182
H  1.690  -4.322  1.019
H  -2.883  -3.635  4.776
H  -1.918  -4.772  4.527
O  -2.036  2.806  -1.380
H  -2.514  2.635  -0.569
H  -2.618  2.490  -2.072
O  4.844  0.119  1.636
H  5.671  -0.258  1.937
H  4.176  -0.496  1.939
O  1.700  3.833  2.854
H  1.154  4.413  3.385
H  1.076  3.313  2.348
O  5.011  2.818  -0.883
H  4.364  2.525  -1.526
H  5.660  3.297  -1.398
O  0.281  4.207  -0.170
H  0.797  3.455  0.120
H  -0.520  3.825  -0.528
O  0.287  3.298  -2.923
H  1.034  2.761  -2.659
H  -0.345  3.196  -2.211
O  2.280  -0.721  2.638
H  2.096  -0.113  1.922
H  1.554  -1.344  2.616

These are the Mulliken partial charges, in e, on atoms 1 to 8: C 0.1336; C 0.9988; O -0.9241; H -0.3334; H 0.5415; H -0.2562; H -0.3241; H -0.4850

=====

Asked for orbital gap across the records above, the calculation gives 6.229, 7.816, 6.254 eV in order.